[1]
43
Properties=species:S:1:pos:R:3:mulliken_charge:R:1 method="wB97M-V/def2-TZVPD" s_squared=8.831 total_charge=+3 gap_ev="6.274 / 4.619" e_above_lowest_kcal_mol=46.8 multiplicity=6
Ir -0.1893 0.0581 1.0160 0.98
P 2.0152 -0.5989 1.1436 0.29
C 2.2159 -1.1946 -0.5380 -1.03
C 1.0466 -1.4334 -1.2867 1.06
N -0.1815 -1.0732 -0.7173 -0.08
C -1.3855 -1.4734 -1.1640 0.82
C -1.4096 -2.2121 -2.3563 -0.67
C -0.2033 -2.6499 -2.9333 -0.54
C 0.9908 -2.0904 -2.5325 -0.83
C -2.6514 -0.8614 -0.5486 -1.09
P -2.2696 0.7475 0.2978 0.43
H 1.9395 -2.3157 -3.0106 0.45
H -2.3586 -2.5659 -2.7217 0.47
H -0.2383 -3.2402 -3.8613 0.47
H -3.3868 -0.6407 -1.3427 0.65
H -3.1061 -1.5217 0.2005 0.45
H 3.0866 1.5244 -1.4790 0.28
H 3.1947 -1.2954 -1.0173 0.52
H 1.0232 3.2238 -0.8857 0.35
O 2.9677 2.3891 -1.9179 -0.61
H 2.4945 2.2119 -2.7459 0.34
H 0.0061 1.5837 0.9414 -0.09
O 0.4498 3.7691 -0.3025 -0.61
H 0.9120 3.7805 0.5956 0.30
C -2.4388 2.0292 -1.0116 -1.13
H -3.3794 1.9059 -1.5364 0.47
H -2.3877 3.0014 -0.5438 0.43
H -1.6153 1.9801 -1.7167 0.35
C -3.6089 1.0184 1.4899 -1.24
H -3.4058 1.9286 2.0457 0.43
H -4.5756 1.1282 0.9921 0.45
H -3.6735 0.2031 2.2010 0.46
C 2.1258 -2.2119 2.0115 -1.17
H 3.1291 -2.5860 1.7873 0.48
H 1.9594 -2.1618 3.0874 0.42
H 1.3822 -2.8778 1.5584 0.38
C 3.2620 0.5439 1.7791 -1.05
H 2.9950 0.9086 2.7872 0.41
H 4.2152 -0.0049 1.8298 0.45
H 3.3670 1.4109 1.1063 0.36
S -0.1304 1.3104 2.8403 0.11
C -0.8442 -0.2936 3.0920 0.27
N -1.3390 -1.3541 3.3669 -0.19

=====

[2]
84
Properties=species:S:1:pos:R:3:mulliken_charge:R:1 method="wB97M-V/def2-TZVPD" total_charge=-1 gap_ev=4.225
C 5.7710 0.5878 2.2704 -0.81
C 5.4797 2.0999 2.4080 -0.22
O 4.8751 2.6866 1.2866 -0.61
B 3.5015 2.3204 1.1653 -0.30
O 3.1978 1.6629 -0.0713 -0.68
B 2.2742 2.6016 2.2840 1.87
O 0.9446 3.0327 1.8025 -0.58
C 0.0807 2.2281 2.6054 -0.52
C 0.8638 0.8517 2.4565 0.23
O 0.2870 -0.2891 3.0594 -0.48
C 0.5117 -1.4260 2.2647 -0.04
C 2.0063 -1.7490 2.0612 -0.88
O 2.0942 1.2399 2.9574 -0.78
H 4.9364 0.0034 1.8657 0.04
H 5.9615 0.2085 3.2908 0.33
H 6.6720 0.3540 1.6845 0.31
H 6.4602 2.5990 2.5245 0.29
H 4.9440 2.2618 3.3540 0.21
H 2.2625 1.4992 -0.1018 0.32
H 2.7948 3.2566 3.1867 -0.44
H 0.3199 2.4933 3.6549 0.21
H -0.9746 2.2401 2.3187 0.27
H 0.7709 0.6558 1.3644 0.05
H 0.0323 -2.3069 2.6902 0.35
H 0.0730 -1.3099 1.2535 0.08
H 2.1244 -2.6587 1.4468 0.43
H 2.4940 -1.9800 3.0216 0.26
H 2.5768 -0.9463 1.5791 0.08
C -5.5413 -1.4077 -0.9295 -0.60
C -4.6690 -1.9964 -1.8362 -0.61
C -3.4939 -2.5794 -1.3876 -0.09
C -3.2097 -2.5711 -0.0308 -0.14
C -4.0689 -1.9803 0.8832 -0.41
C -5.2397 -1.3952 0.4266 -0.55
N -1.9853 -3.2089 0.4464 1.17
O -1.2436 -3.7021 -0.3785 -0.65
O -1.7806 -3.2133 1.6368 -0.61
H -6.4611 -0.9556 -1.2812 0.54
H -4.9054 -2.0023 -2.8919 0.48
H -2.8180 -3.0350 -2.0970 0.53
H -3.8395 -1.9708 1.9391 0.50
H -5.9192 -0.9315 1.1285 0.44
C -3.0598 -7.9915 -3.2021 -0.41
C -4.3366 -8.3669 -3.6033 -0.40
C -5.4469 -7.8994 -2.9160 -0.37
C -5.2630 -7.0539 -1.8316 0.00
C -3.9937 -6.6786 -1.4176 -0.31
C -2.8883 -7.1518 -2.1086 -0.47
N -6.4315 -6.5394 -1.1192 1.05
O -7.5261 -6.9012 -1.4943 -0.62
O -6.2417 -5.7792 -0.1980 -0.61
H -2.1955 -8.3537 -3.7444 0.38
H -4.4665 -9.0219 -4.4544 0.37
H -6.4373 -8.1937 -3.2319 0.44
H -3.8515 -6.0231 -0.5699 0.54
H -1.8938 -6.8624 -1.7964 0.41
C 8.2464 5.2605 0.8627 -0.58
C 8.8343 6.4996 1.0883 -0.36
C 10.1489 6.5771 1.5240 -0.37
C 10.8638 5.4050 1.7263 0.13
C 10.2857 4.1615 1.5120 -0.38
C 8.9700 4.0945 1.0782 -0.40
N 12.2560 5.4831 2.1629 1.01
O 12.7279 6.5824 2.3601 -0.62
O 12.8664 4.4458 2.3012 -0.61
H 7.2212 5.2014 0.5181 0.46
H 8.2677 7.4057 0.9217 0.38
H 10.6009 7.5428 1.6978 0.43
H 10.8437 3.2509 1.6757 0.42
H 8.5051 3.1332 0.9039 0.48
C -8.3715 3.4137 -3.7514 -0.38
C -7.5077 2.8142 -4.6597 -0.45
C -6.3312 2.2275 -4.2170 -0.39
C -6.0359 2.2457 -2.8621 0.09
C -6.8861 2.8468 -1.9463 -0.30
C -8.0594 3.4336 -2.3976 -0.47
N -4.8089 1.6082 -2.3873 1.07
O -4.0788 1.1062 -3.2129 -0.62
O -4.5998 1.6123 -1.1974 -0.56
H -9.2914 3.8664 -4.0996 0.37
H -7.7525 2.8018 -5.7133 0.37
H -5.6621 1.7628 -4.9268 0.45
H -6.6483 2.8623 -0.8922 0.46
H -8.7322 3.9038 -1.6932 0.37

=====

[3]
22
Properties=species:S:1:pos:R:3:mulliken_charge:R:1 method="wB97M-V/def2-TZVPD" s_squared=0.756 total_charge=+1 gap_ev="10.096 / 4.840" e_above_lowest_kcal_mol=111.5 multiplicity=2
C 0.9564 -0.1356 -0.3993 -0.65
C 1.5248 -0.3738 0.9823 -0.50
C 0.7167 -1.3274 1.8288 -0.28
C 0.9112 -1.4071 3.1474 -0.92
N -0.4314 0.3180 -0.4990 -0.04
C -0.8549 -0.0675 -1.9534 -0.34
N -0.0385 0.6241 -2.9706 -0.46
H 1.0205 -1.0734 -0.8733 0.40
H 1.6960 0.4914 -0.9508 0.36
H 2.5559 -0.7751 0.8405 0.38
H 1.4959 0.6767 1.3896 0.33
H 0.0586 -1.9065 1.2562 0.50
H 0.5302 -2.0425 3.8888 0.36
H 1.9850 -1.1392 3.5907 0.21
H -1.1410 0.0496 0.2370 0.39
H -1.9249 0.3653 -2.1711 0.32
H -0.8357 -1.1924 -2.0694 0.37
H 0.6034 -0.0218 -3.6488 0.31
H 0.3930 1.4091 -2.5461 0.27
H -2.8957 3.0202 -0.2842 0.33
H -2.8864 1.7876 0.6403 0.29
O -3.4390 2.7203 0.5646 -0.61